No. 1
{"formula": "C31H52AgBr2F5NO12S3V", "method": "wB97M-V/def2-TZVPD", "homo_ha": [-0.39862, -0.39862], "total_charge": 1, "fmax_ev_per_a": 5.25, "s2": 3.7542, "multiplicity": 4, "total_energy_ha": -10102.63234, "species": ["V", "Ag", "N", "S", "O", "O", "F", "S", "O", "O", "F", "C", "F", "F", "F", "S", "O", "O", "O", "Br", "C", "C", "Br", "H", "H", "H", "H", "C", "C", "C", "C", "C", "C", "H", "H", "H", "H", "H", "H", "C", "C", "C", "C", "C", "C", "H", "H", "H", "H", "H", "H", "C", "C", "C", "C", "C", "C", "H", "H", "H", "H", "H", "H", "C", "C", "O", "H", "H", "H", "H", "H", "H", "C", "C", "O", "H", "H", "H", "H", "H", "H", "C", "C", "O", "H", "H", "H", "H", "H", "H", "C", "C", "O", "H", "H", "H", "H", "H", "H", "C", "C", "O", "H", "H", "H", "H", "H", "H"], "coordinates": [[-2.98013, -20.79988, -15.94554], [-1.42977, -17.49326, -13.73184], [-4.29434, -19.20236, -16.18498], [-4.51815, -17.94186, -17.17056], [-3.78114, -16.79481, -16.84740], [-5.82984, -17.83303, -17.60850], [-3.72294, -18.51905, -18.41082], [-4.88714, -18.49193, -14.73277], [-6.20142, -18.11184, -14.69501], [-3.90386, -17.78144, -14.00497], [-4.90996, -19.87301, -13.97759], [-2.04302, -23.21409, -12.21783], [-2.78580, -24.08105, -12.94631], [-2.78853, -22.63749, -11.23897], [-1.04642, -23.83449, -11.71617], [-1.42903, -21.91320, -13.36216], [-2.68882, -21.44354, -14.01402], [-0.79601, -20.91688, -12.56188], [-0.58012, -22.55872, -14.29059], [-10.44687, -17.20217, -19.02168], [-9.99794, -18.26113, -17.45182], [-8.68074, -18.94172, -17.58858], [-8.76328, -20.51823, -18.71375], [-10.82885, -18.93723, -17.31482], [-9.99728, -17.57517, -16.61104], [-8.29935, -19.23650, -16.61331], [-7.92121, -18.29110, -18.00763], [-4.14425, -14.52395, -19.51634], [-4.39467, -13.20261, -19.81714], [-4.36963, -12.83920, -21.17166], [-4.23678, -13.79173, -22.18708], [-3.91680, -15.09222, -21.86694], [-3.91298, -15.45438, -20.52922], [-4.20137, -14.98555, -18.53890], [-4.58336, -12.45716, -19.05681], [-4.48550, -11.78919, -21.43885], [-4.33461, -13.44246, -23.20954], [-3.76123, -15.84471, -22.62855], [-3.65755, -16.46346, -20.21641], [-2.99433, -13.39269, -16.48748], [-2.97610, -11.98834, -16.38088], [-1.76232, -11.33168, -16.49175], [-0.58847, -12.05618, -16.66818], [-0.61155, -13.42915, -16.78263], [-1.81554, -14.07782, -16.79738], [-3.93903, -13.93039, -16.45667], [-3.90688, -11.42863, -16.31800], [-1.71212, -10.24876, -16.51650], [0.34723, -11.51070, -16.64288], [0.32593, -13.95719, -16.90652], [-1.88499, -15.16193, -16.84175], [-9.70820, -20.78503, -13.91728], [-11.03648, -20.39318, -13.80921], [-11.37828, -19.09312, -13.45641], [-10.36252, -18.19555, -13.16196], [-9.03544, -18.58828, -13.17979], [-8.70064, -19.87570, -13.60414], [-9.46887, -21.81910, -14.14046], [-11.82072, -21.10100, -14.08011], [-12.40104, -18.77014, -13.35088], [-10.67877, -17.19771, -12.86474], [-8.25462, -17.89066, -12.89505], [-7.66980, -20.22410, -13.60084], [0.17877, -16.35934, -19.36019], [0.07395, -16.98970, -18.01500], [1.00600, -18.04417, -17.90116], [-0.25949, -15.35646, -19.31688], [-0.38818, -16.85345, -20.15417], [1.22194, -16.29465, -19.65610], [-0.97010, -17.23731, -17.74536], [0.29426, -16.14547, -17.32980], [1.04372, -18.33661, -16.98374], [-2.94006, -14.39218, -13.05045], [-1.51588, -14.07687, -13.15572], [-0.78033, -15.34868, -12.91014], [-3.21234, -15.19402, -13.75506], [-3.59234, -13.56731, -13.34647], [-3.23142, -14.66068, -12.03535], [-1.18764, -13.37804, -12.37785], [-1.19302, -13.67347, -14.11842], [0.16499, -15.19802, -13.03422], [-7.06055, -22.66434, -16.20128], [-6.01148, -21.59911, -16.52138], [-4.66746, -22.24349, -16.23513], [-8.08785, -22.33376, -16.29067], [-6.78802, -23.01435, -15.20212], [-6.96930, -23.53898, -16.86498], [-6.16250, -20.72957, -15.88997], [-6.08538, -21.24102, -17.55439], [-4.68517, -23.09779, -16.71060], [-3.39866, -18.59361, -10.58787], [-2.01002, -18.05768, -10.35177], [-1.17952, -18.19154, -11.51953], [-4.02918, -18.33340, -9.73260], [-3.41832, -19.67798, -10.71954], [-3.82924, -18.17552, -11.49966], [-1.54317, -18.51137, -9.48626], [-2.09516, -16.97997, -10.24162], [-0.96582, -19.15542, -11.60388], [-6.91536, -14.92735, -16.79940], [-8.35311, -15.11719, -16.33877], [-8.54578, -14.46480, -15.14560], [-6.27539, -15.36595, -16.01271], [-6.65534, -13.86742, -16.85037], [-6.71025, -15.42223, -17.73549], [-8.63633, -16.18811, -16.37709], [-9.04634, -14.70188, -17.09634], [-9.49972, -14.43619, -15.00269]]}

---

No. 2
{"formula": "C31H52BN4O8S", "method": "wB97M-V/def2-TZVPD", "homo_ha": -0.41387, "total_charge": 1, "fmax_ev_per_a": 1.71, "multiplicity": 1, "total_energy_ha": -2456.16145, "species": ["C", "C", "C", "C", "C", "N", "C", "O", "C", "C", "C", "C", "C", "C", "C", "C", "C", "C", "C", "N", "C", "S", "C", "C", "C", "C", "O", "O", "C", "O", "O", "N", "C", "C", "C", "C", "O", "B", "O", "O", "H", "H", "H", "H", "H", "H", "H", "H", "H", "H", "H", "H", "H", "H", "H", "H", "H", "H", "H", "H", "H", "H", "H", "H", "H", "H", "H", "H", "H", "H", "H", "H", "H", "H", "H", "H", "H", "H", "H", "H", "H", "H", "H", "H", "H", "C", "C", "C", "C", "N", "H", "H", "H", "H", "H", "H", "H"], "coordinates": [[1.72039, -0.07423, 3.85752], [1.90599, 0.74196, 2.56341], [0.70914, 0.61037, 1.59595], [0.03052, 1.93464, 1.21035], [1.02659, -0.40179, 0.48555], [-0.15756, -1.32143, 0.17148], [-1.49444, -0.69417, 0.22448], [-2.41617, -1.77627, 0.21341], [-3.73982, -1.31300, 0.21890], [-4.46533, -1.29487, -0.94788], [-5.77788, -0.88510, -0.96387], [-6.57533, -0.89718, -2.24084], [-6.37032, -0.45766, 0.20864], [-5.64294, -0.48680, 1.37978], [-4.33513, -0.91820, 1.40827], [-3.57679, -0.94855, 2.73202], [-4.48042, -1.39867, 3.88887], [-3.10460, 0.50985, 3.04944], [0.08064, -2.22362, -1.05078], [-0.59774, -1.70396, -2.24780], [-1.34323, -2.46102, -2.83555], [-2.19979, -3.51157, -3.59986], [1.56483, -2.41008, -1.34360], [2.23618, -3.34246, -0.27834], [1.37770, -4.46307, 0.31506], [0.78219, -4.05934, 1.65053], [1.24754, -3.21001, 2.36025], [-0.33541, -4.71513, 2.02227], [1.76430, -3.08991, -2.70016], [1.17595, -4.37278, -2.66705], [1.08038, -4.77468, -4.03622], [2.33603, -1.15865, -1.43562], [1.77964, 0.03262, -0.77635], [0.91545, 0.89570, -1.77753], [1.17260, 0.64962, -3.26082], [2.40588, 1.35142, -3.78573], [0.06644, 1.21254, -3.99123], [3.02397, 0.99483, -0.48018], [2.89506, 2.18426, 0.21650], [4.26272, 0.69180, -1.00307], [2.68190, -0.46814, 4.17931], [1.32559, 0.52848, 4.66953], [1.10285, -0.95158, 3.67421], [2.08052, 1.78465, 2.80599], [2.82716, 0.37509, 2.10419], [-0.02921, 0.10251, 2.22671], [0.14855, 2.62083, 2.04679], [0.44254, 2.42914, 0.34295], [-1.04320, 1.79703, 1.11358], [1.72589, -1.07562, 0.97780], [-0.16853, -1.98364, 0.95435], [-1.72261, -0.02258, -0.59815], [-1.62704, -0.17373, 1.16212], [-4.04747, -1.62494, -1.88376], [-6.79860, -1.92297, -2.53660], [-7.53322, -0.41516, -2.07821], [-6.03616, -0.43631, -3.06430], [-7.39609, -0.12512, 0.20331], [-6.13868, -0.14997, 2.27629], [-2.72611, -1.62322, 2.67005], [-5.01114, -2.31935, 3.66636], [-5.18839, -0.61715, 4.14368], [-3.85077, -1.51219, 4.77015], [-3.11785, 1.10204, 2.13472], [-2.08786, 0.53644, 3.44032], [-3.80187, 0.99735, 3.72188], [-0.40675, -3.15920, -0.81356], [3.08708, -3.81592, -0.76094], [2.64874, -2.74821, 0.53242], [2.03009, -5.31175, 0.52755], [0.61677, -4.85671, -0.35339], [-0.62663, -5.28272, 1.29478], [1.33980, -2.51957, -3.52251], [2.84326, -3.12707, -2.86001], [0.23993, -5.25660, -4.04143], [3.26115, -1.35927, -1.07925], [1.11956, 1.95246, -1.61442], [-0.14981, 0.77954, -1.59854], [1.22134, -0.40025, -3.53058], [2.37758, 1.37014, -4.87054], [3.32715, 0.89887, -3.42888], [2.37959, 2.39195, -3.45389], [-0.70008, 0.65724, -3.80705], [3.04075, 2.91850, -0.39907], [4.94686, 0.78878, -0.32713], [4.56306, 5.44815, 0.87392], [4.39321, 6.76102, 0.12606], [2.91511, 7.15355, 0.05168], [2.16066, 6.15384, -0.70469], [1.56034, 5.35419, -1.26995], [4.04366, 4.65078, 0.34289], [5.61324, 5.16990, 0.95679], [4.15059, 5.50489, 1.88273], [4.80504, 6.66635, -0.87976], [4.95101, 7.55667, 0.62099], [2.79933, 8.12947, -0.42149], [2.49101, 7.23369, 1.05382]]}